1.
This record from OMol25 describes 2 unconnected molecules or ions with the total composition C11H14ClF2N2O7. The level of theory is the ωB97M-V functional and the def2-TZVPD basis.

Frontier orbital gap, eV: 10.67
Total charge: +1
LUMO, Ha: -0.117
HOMO level, eV: -13.84

Each line ends with the Mulliken charge.
CARTESIAN COORDINATES (ANGSTROEM)
O 3.8639 -1.6199 -1.7205  -0.433
C 2.8897 -1.2001 -1.1993  0.300
Cl 2.8256 -0.6914 0.4724  -0.077
C 1.5803 -0.9616 -1.9239  -0.632
C 0.3495 -1.1093 -1.0346  -0.371
C 0.2071 -2.4624 -0.3005  -0.496
O -0.8877 -3.2267 -0.7636  -0.402
C -2.1548 -2.6205 -0.7281  -0.780
C -2.0874 -1.1149 -0.9470  -0.206
N -3.2636 -0.5928 -1.6458  0.008
C -4.4914 -1.2593 -1.2340  0.506
O -5.0128 -1.1659 -0.1844  -0.367
F -4.9490 -1.9992 -2.2323  -0.204
C -3.3967 0.8399 -1.4626  0.578
O -3.4184 1.6044 -2.3548  -0.392
F -3.4106 1.1971 -0.1844  -0.204
N -0.8979 -0.8748 -1.8428  -0.134
H 1.5443 -1.5799 -2.8209  0.432
H 1.6261 0.0806 -2.2603  0.432
H 0.3662 -0.2991 -0.3054  0.552
H 1.0906 -3.0637 -0.5076  0.409
H 0.1848 -2.3041 0.7793  0.326
H -2.7285 -3.0680 -1.5435  0.407
H -2.6942 -2.8170 0.2024  0.419
H -1.8896 -0.5541 -0.0325  0.378
H -0.9685 -1.5180 -2.6372  0.467
H -0.8950 0.0763 -2.2180  0.490
C 3.3449 3.9371 2.9285  -0.281
C 2.6268 3.2196 4.0548  -0.306
O 1.5512 2.5699 3.3575  -0.314
C 1.9089 2.4252 2.0694  0.662
O 1.3068 1.7753 1.2685  -0.562
O 3.0389 3.1012 1.8004  -0.314
H 4.4198 4.0014 3.0665  0.292
H 2.9429 4.9330 2.7412  0.271
H 3.2459 2.4562 4.5272  0.257
H 2.2317 3.8855 4.8158  0.289

Forces on atoms 1 to 3 (eV/Å):
O -0.14 0.03 0.22
C 0.12 -0.12 -0.54
Cl 0.33 -0.13 0.31

2.
This record from OMol25 describes a gas-phase ion, C11H14FN2 (charge +1) at a distorted geometry. The level of theory is the ωB97M-V functional and the def2-TZVPD basis.

Frontier orbital gap, eV: 9.57
Relative energy (zero: lowest compared OMol25 entry of this formula, charge and spin), kJ/mol: 271.62
Total charge: +1
SMILES string: [NH2+]=c1c(C/C=C\F)c[nH]c2c1CCC2
LUMO, Ha: -0.122
HOMO level, eV: -12.88

Each line ends with the Mulliken charge.
CARTESIAN COORDINATES (ANGSTROEM)
N 0.7200 -1.9437 -0.1848  -0.398
C 0.2856 -0.6802 -0.3951  0.504
C 1.0989 0.3845 -0.9017  0.213
C 2.5538 0.1722 -1.2366  -0.805
C 3.2699 -0.6413 -0.1784  -0.976
C 3.1092 -0.5347 1.1053  0.283
F 2.3000 0.4346 1.5027  -0.224
C 0.5792 1.6297 -1.0300  -0.737
N -0.6601 1.9650 -0.5282  0.004
C -1.3801 1.0193 0.0435  -0.053
C -0.9010 -0.3117 0.1565  0.926
C -2.0656 -1.0734 0.6010  -0.938
C -3.2508 -0.1892 0.3810  -0.761
C -2.7391 1.2201 0.6653  -0.829
H 0.0513 -2.4219 0.2874  0.198
H 1.6844 -2.0731 -0.0009  0.276
H 2.5402 -0.3743 -2.1390  0.436
H 3.1743 1.0110 -1.4660  0.455
H 3.9938 -1.4180 -0.4925  0.297
H 3.5323 -1.1837 1.9495  0.345
H 0.9892 2.4902 -1.5241  0.441
H -0.9776 2.8822 -0.7945  0.311
H -2.2471 -2.0498 0.0063  0.389
H -1.9004 -1.4830 1.7042  0.326
H -3.7200 0.0225 -0.6045  0.307
H -4.1293 -0.3698 1.0908  0.302
H -2.6212 1.4633 1.7606  0.273
H -3.2896 2.0532 0.2223  0.435

Forces on atoms 1 to 3 (eV/Å):
N 0.62 2.12 -2.30
C 1.88 0.51 1.07
C 0.77 0.72 -0.13

3.
This record from OMol25 describes a molecular structure, C11H14GdN2OP at a distorted geometry. The level of theory is the ωB97M-V functional and the def2-TZVPD basis.

Frontier orbital gap (alpha / beta), eV: 4.66 / 5.86
<S²>: 16.80
Total charge: 0
LUMO (alpha / beta), Ha: -0.032 / -0.019
HOMO level (alpha / beta), eV: -5.54 / -6.38
Multiplicity: 8

Each line ends with the Mulliken charge.
CARTESIAN COORDINATES (ANGSTROEM)
C 1.0648 2.8794 -2.1500  -0.340
C 1.3664 2.5026 -3.5383  -0.758
C 0.2598 1.7768 -4.0677  -0.418
C -0.8011 1.8586 -3.1101  -0.928
C -0.2953 2.4826 -1.8856  -0.163
Gd 0.9757 1.0712 0.5084  1.287
P 1.0720 3.1507 2.3657  -0.179
H 1.5780 3.6034 -1.4889  0.398
H 2.3186 2.6646 -4.0696  0.374
H 0.2861 1.1596 -4.9668  0.385
H -0.9011 2.9192 -1.0819  0.366
H -1.8315 1.5411 -3.2976  0.448
H 0.1563 4.1633 2.8559  0.144
H 2.2450 3.9900 2.4405  0.120
H 1.2985 2.4841 3.6429  0.145
N -0.4958 -4.0371 3.3280  -0.345
C -0.1563 -2.7717 2.9665  0.397
O 0.3317 -2.0012 3.8030  -0.669
C -0.4362 -2.3509 1.5509  1.014
C -0.9813 -3.2197 0.6188  -0.312
C -1.1905 -2.7524 -0.6792  -0.871
C -0.8424 -1.4610 -1.0297  -0.422
N -0.2575 -0.5817 -0.1620  -0.522
C -0.1252 -1.0350 1.1543  -0.724
H -0.2481 -4.3534 4.2586  0.247
H -0.7265 -4.7492 2.6748  0.160
H -1.2700 -4.2355 0.8856  0.245
H -1.6176 -3.4029 -1.4325  0.369
H -0.9690 -1.0387 -2.0160  0.411
H 0.1926 -0.2571 1.9220  0.137

Forces on atoms 1 to 3 (eV/Å):
C -0.36 -0.13 -1.19
C 0.06 -0.48 1.53
C -0.02 0.89 1.70

4.
This record from OMol25 describes 2 unconnected molecules or ions with the total composition C11H14N2 at a distorted geometry. The level of theory is the ωB97M-V functional and the def2-TZVPD basis.

Frontier orbital gap, eV: 9.43
Relative energy (zero: lowest compared OMol25 entry of this formula, charge and spin), kJ/mol: 68.84
Total charge: 0
SMILES string: Cc1c[nH]cn1.Cc1ccccc1
LUMO, Ha: 0.032
HOMO level, eV: -8.56

Each line ends with the Mulliken charge.
CARTESIAN COORDINATES (ANGSTROEM)
C 2.1167 2.6620 0.6643  -1.079
C 1.1528 2.9184 -0.4419  0.649
C -0.2095 3.0096 -0.3833  -0.457
N -0.6604 2.7560 -1.6551  -0.054
C 0.4351 2.6030 -2.4376  -0.229
N 1.5433 2.6780 -1.7429  -0.625
H 3.0494 3.2032 0.4550  0.375
H 2.4045 1.6135 0.6290  0.140
H 1.8900 3.0858 1.6433  0.363
H -0.7977 2.8151 0.5016  0.368
H -1.6050 2.5819 -1.9530  0.195
H 0.4415 2.6522 -3.5197  0.405
C -1.1928 -4.2060 -0.1174  -1.340
C -0.8324 -2.8157 0.3033  0.768
C -1.5303 -2.2054 1.3398  -0.397
C -1.2655 -0.8973 1.7300  -0.755
C -0.1419 -0.2760 1.2108  -0.185
C 0.6474 -0.9086 0.2589  -0.315
C 0.3198 -2.1809 -0.1608  -0.597
H -0.3616 -4.8990 -0.1799  0.328
H -1.5917 -4.1253 -1.1366  0.319
H -2.1029 -4.5791 0.3505  0.340
H -2.2530 -2.8172 1.8566  0.302
H -1.9933 -0.3067 2.2681  0.333
H 0.1465 0.7051 1.5685  0.493
H 1.4827 -0.3649 -0.1465  0.286
H 0.9086 -2.7017 -0.9050  0.368

Forces on atoms 1 to 3 (eV/Å):
C 1.24 1.32 -0.38
C -0.30 -0.75 -0.15
C 0.18 -1.13 0.70

5.
This record from OMol25 describes C11H14N2 in the gas phase at a distorted geometry. The level of theory is the ωB97M-V functional and the def2-TZVPD basis.

Frontier orbital gap, eV: 8.47
Relative energy (zero: lowest compared OMol25 entry of this formula, charge and spin), kJ/mol: 0.00
Total charge: 0
SMILES string: Cn1cc(CCN)c2ccccc21
LUMO, Ha: 0.034
HOMO level, eV: -7.54

Each line ends with the Mulliken charge.
CARTESIAN COORDINATES (ANGSTROEM)
C -2.5746 -2.2240 0.2755  -1.011
N -1.3946 -1.4349 0.0221  0.211
C -0.1187 -1.8878 -0.1365  -0.240
C 0.7465 -0.8688 -0.3528  0.041
C 2.2203 -0.9931 -0.6294  -0.887
C 3.1705 -0.5324 0.5135  -0.652
N 3.3711 0.9066 0.4387  -0.487
C -0.0474 0.3422 -0.2507  0.905
C 0.2084 1.7257 -0.3497  -0.307
C -0.8288 2.6205 -0.1501  -0.664
C -2.1321 2.1784 0.1325  -0.486
C -2.4328 0.8378 0.1807  -0.749
C -1.3702 -0.0673 0.0017  -0.306
H -3.2905 -2.1086 -0.5688  0.302
H -2.2623 -3.2888 0.3784  0.330
H -3.0713 -1.9215 1.2078  0.325
H 0.0703 -2.9611 -0.1889  0.343
H 2.5163 -0.4661 -1.5521  0.373
H 2.4190 -2.0712 -0.7758  0.295
H 4.0974 -1.0984 0.4860  0.367
H 2.6890 -0.7243 1.4869  0.381
H 3.8913 1.2348 1.2503  0.199
H 3.8751 1.1403 -0.4086  0.193
H 1.2139 2.1085 -0.4502  0.410
H -0.6595 3.6907 -0.1747  0.377
H -2.9214 2.8901 0.3113  0.387
H -3.4496 0.4880 0.3647  0.348

Forces on atoms 1 to 3 (eV/Å):
C -0.07 -0.63 -0.28
N -0.57 0.13 0.54
C 0.30 -1.06 -0.54

6.
This record from OMol25 describes C11H14N2 in the gas phase at a distorted geometry. The level of theory is the ωB97M-V functional and the def2-TZVPD basis.

Frontier orbital gap, eV: 9.40
Relative energy (zero: lowest compared OMol25 entry of this formula, charge and spin), kJ/mol: 224.94
Total charge: 0
SMILES string: c1cc2c(cn1)[C@H]1NCC[C@H]1CC2
LUMO, Ha: 0.030
HOMO level, eV: -8.59

Each line ends with the Mulliken charge.
CARTESIAN COORDINATES (ANGSTROEM)
C 3.5962 -0.6234 0.2583  -0.335
C 2.9598 0.5670 0.1642  -0.637
C 1.5861 0.6064 -0.2847  0.980
C 0.8132 -0.5915 -0.4414  -0.147
C 1.5707 -1.8070 -0.0290  -0.428
N 2.8837 -1.7880 0.2116  -0.649
C -0.5421 -0.4702 -0.8538  0.108
N -1.3447 -1.7030 -0.4730  -0.339
C -2.5327 -1.4022 0.3088  -0.617
C -2.2367 -0.0775 0.8669  -0.837
C -1.4422 0.5986 -0.2577  0.298
C -0.5715 1.8509 0.2142  -0.823
C 0.8349 1.8487 -0.3990  -0.869
H 4.5921 -0.8587 0.6889  0.356
H 3.4231 1.4593 0.5791  0.304
H 0.8372 -2.6513 0.0904  0.364
H -0.3954 -0.3325 -1.9380  0.187
H -1.3715 -2.4879 -1.1477  0.251
H -2.6846 -2.2555 0.9555  0.358
H -3.4629 -1.2442 -0.4027  0.234
H -3.2506 0.4900 0.9615  0.297
H -1.5527 -0.0051 1.7674  0.374
H -2.2668 1.1292 -0.8586  0.344
H -0.9593 2.8331 -0.1031  0.280
H -0.7015 1.9224 1.3550  0.316
H 0.7622 2.2966 -1.3765  0.358
H 1.4559 2.6960 0.1435  0.274

Forces on atoms 1 to 3 (eV/Å):
C -0.56 -2.49 1.24
C -1.60 0.85 -0.43
C 0.39 -2.35 0.38

| no. | E_tot (eV) |
| --- | --- |
| 1 | -46896.8579 |
| 2 | -17324.4498 |
| 3 | -46779.7913 |
| 4 | -14613.7070 |
| 5 | -14614.4204 |
| 6 | -14612.0890 |